{
  "formula": "C12H10AuBF4I2NO",
  "method": "ωB97M-V/def2-TZVPD",
  "elements": ["Au", "I", "C", "C", "C", "C", "C", "C", "C", "C", "C", "C", "H", "H", "H", "H", "H", "H", "F", "B", "F", "F", "F", "N", "C", "O", "C", "I", "H", "H", "H", "H"],
  "coordinates": [[0.43575, -0.17929, 0.39865], [1.76295, -1.83275, -1.21157], [0.19879, -3.21659, -1.00462], [0.22220, -4.40626, -1.66537], [-0.83250, -5.31766, -1.44449], [-1.84097, -5.01679, -0.57426], [-1.87045, -3.78352, 0.12090], [-2.89270, -3.45918, 1.04604], [-2.89015, -2.27266, 1.71926], [-1.86528, -1.32076, 1.48999], [-0.89809, -1.63612, 0.59678], [-0.82744, -2.85062, -0.11354], [1.02648, -4.66528, -2.34076], [-0.82333, -6.26402, -1.96671], [-2.63838, -5.72680, -0.39716], [-3.68102, -4.18045, 1.21775], [-3.66845, -2.03597, 2.43092], [-1.87331, -0.37481, 2.02135], [0.82263, 0.49238, 2.47841], [2.05006, 1.27819, 2.15000], [1.82438, 1.46835, 0.67005], [2.02892, 2.46080, 2.76929], [3.12267, 0.47009, 2.29941], [-1.37782, 3.22106, -1.58201], [-0.85386, 2.00208, -1.60794], [-1.03275, 1.20881, -0.66994], [-0.06703, 1.60076, -2.82259], [1.88730, 2.44952, -2.78835], [-1.87194, 3.52736, -0.75838], [-1.20892, 3.88200, -2.32180], [-0.55505, 1.92157, -3.73884], [0.04837, 0.52266, -2.82744]],
  "forces_ev_per_a": [[0.46, -0.19, -0.48], [-0.24, 0.14, 0.24], [-0.03, -0.07, -0.02], [0.06, 0.09, 0.02], [-0.07, -0.03, 0.04], [0.04, -0.02, -0.04], [0.02, 0.01, -0.02], [-0.01, 0.04, 0.03], [0.00, -0.04, -0.02], [0.05, 0.01, -0.07], [-0.06, 0.02, -0.04], [0.04, -0.02, 0.00], [0.00, 0.00, 0.00], [0.00, 0.00, 0.00], [0.00, 0.00, -0.01], [0.00, 0.00, 0.00], [0.00, -0.01, 0.00], [0.00, 0.01, -0.01], [-0.07, 0.12, 0.11], [-0.06, -0.08, 0.05], [-0.01, -0.04, -0.01], [0.03, 0.02, 0.00], [0.01, 0.06, 0.00], [-0.03, -0.05, 0.00], [0.21, 0.05, -0.15], [-0.26, 0.01, 0.45], [-0.08, -0.02, -0.07], [-0.01, -0.05, 0.04], [0.01, 0.01, 0.00], [-0.02, 0.00, -0.01], [0.05, 0.04, -0.01], [-0.02, 0.00, -0.02]],
  "energy_ha": -1748.592033,
  "homo_ev": -12.30,
  "fmax_ev_per_a": 0.7,
  "total_charge": 1
}

=====

{
  "formula": "C12H10BrCl3NO2Sn",
  "method": "ωB97M-V/def2-TZVPD",
  "elements": ["Sn", "Cl", "C", "C", "C", "Cl", "C", "O", "C", "Cl", "C", "H", "H", "C", "O", "H", "H", "H", "H", "Br", "C", "C", "C", "C", "N", "C", "H", "H", "H", "H"],
  "coordinates": [[-1.11541, 0.13614, -1.76705], [1.05815, 5.34839, 3.58299], [1.00303, 4.21769, 2.40320], [-0.31883, 3.84063, 1.89666], [-0.40452, 2.92282, 0.93308], [-1.89565, 2.44858, 0.23923], [0.81854, 2.24136, 0.39943], [0.75986, 1.33345, -0.39557], [2.16279, 2.73279, 0.92621], [3.51724, 2.06222, 0.24720], [2.21008, 3.66895, 1.90684], [-1.19411, 4.32095, 2.31721], [3.15848, 4.01302, 2.30105], [0.62340, -1.61798, -3.92530], [-0.76053, -1.33837, -3.53053], [0.75782, -1.38326, -4.97733], [0.86218, -2.66153, -3.73276], [1.27220, -0.97538, -3.32831], [-1.35992, -1.83934, -4.10444], [0.70735, -5.08750, -0.04711], [-0.30460, -3.59140, 0.38212], [-1.02387, -3.50943, 1.57226], [-1.76926, -2.36781, 1.83623], [-1.78816, -1.34248, 0.91662], [-1.08457, -1.42015, -0.23184], [-0.35633, -2.52717, -0.49687], [-1.00381, -4.33030, 2.27814], [-2.34035, -2.28062, 2.75023], [-2.38287, -0.45262, 1.07842], [0.19165, -2.56167, -1.43000]],
  "forces_ev_per_a": [[-0.32, 0.06, -0.61], [0.01, 0.15, 0.15], [-0.12, -0.16, -0.21], [0.12, 0.06, 0.10], [0.00, -0.16, -0.15], [0.02, 0.23, 0.30], [0.10, 0.12, 0.08], [-0.02, 0.01, 0.12], [-0.20, 0.03, -0.01], [0.09, -0.07, -0.04], [0.04, 0.03, 0.01], [0.02, 0.04, -0.01], [-0.02, 0.02, 0.02], [0.07, -0.05, -0.11], [0.34, -0.08, 0.22], [-0.02, 0.03, 0.00], [-0.03, -0.01, -0.01], [-0.02, 0.02, -0.01], [-0.17, 0.07, 0.09], [0.08, -0.12, -0.03], [-0.02, 0.05, 0.02], [-0.03, 0.05, 0.01], [-0.01, -0.03, 0.02], [-0.02, 0.02, -0.01], [0.16, -0.34, -0.08], [-0.03, 0.00, 0.12], [0.00, 0.00, 0.00], [-0.02, -0.01, -0.02], [0.01, 0.03, 0.00], [-0.03, -0.01, 0.03]],
  "energy_ha": -4836.286648,
  "homo_ev": -18.05,
  "fmax_ev_per_a": 0.7,
  "total_charge": 3
}

=====

{
  "formula": "C12H10BrCrN3",
  "method": "ωB97M-V/def2-TZVPD",
  "elements": ["C", "C", "C", "H", "C", "C", "H", "H", "H", "H", "Cr", "Br", "C", "C", "C", "H", "C", "C", "H", "H", "H", "H", "N", "C", "N", "C", "N"],
  "coordinates": [[1.31178, 1.16472, -1.71874], [0.45867, 2.08234, -0.99434], [0.83627, 2.02961, 0.39916], [-0.29626, 2.72550, -1.45392], [1.84061, 1.02807, 0.54599], [2.16280, 0.50823, -0.76850], [2.93187, -0.23350, -1.02578], [1.34213, 1.07219, -2.81477], [0.43977, 2.69877, 1.16534], [2.28421, 0.69909, 1.48416], [0.07537, 0.05868, -0.24434], [-1.00266, -1.95346, -0.85194], [0.35254, -3.95494, -2.67862], [1.77479, -3.89212, -2.71238], [2.15312, -3.00998, -3.76786], [2.44718, -4.43071, -2.05129], [0.95670, -2.52826, -4.38999], [-0.15190, -3.11034, -3.71787], [-1.19715, -2.95631, -3.95963], [-0.23774, -4.55009, -1.99232], [3.17012, -2.75140, -4.05486], [0.90519, -1.85199, -5.23867], [-1.00204, 0.07556, 1.50248], [-1.66563, 0.37675, 2.43181], [-2.44449, 0.59047, 3.41854], [-2.51928, 1.81102, 3.92916], [-2.67155, 2.85799, 4.45050]],
  "forces_ev_per_a": [[-0.12, 0.62, 0.36], [1.32, 0.59, -0.13], [0.05, 0.28, -1.26], [0.35, -0.22, 0.31], [1.18, 0.42, -0.85], [0.36, 0.69, 0.21], [-0.62, 0.33, 0.26], [-0.15, -0.31, 0.79], [-0.06, -0.67, -0.14], [-0.12, 0.14, -0.30], [-1.98, -1.36, 1.23], [-0.61, -0.15, 0.06], [0.67, 0.13, -1.26], [-0.67, 0.31, -0.58], [-0.66, -0.05, 0.11], [-0.01, 0.08, -0.01], [0.18, -0.60, 0.64], [1.00, -0.70, 0.08], [0.05, 0.09, 0.10], [0.04, 0.15, -0.01], [-0.09, 0.00, 0.05], [0.02, 0.01, 0.08], [-1.14, 0.76, 1.84], [1.75, -0.84, -2.70], [-0.68, 0.73, 1.19], [-0.32, 1.23, 0.74], [0.27, -1.67, -0.81]],
  "energy_ha": -4246.019816,
  "homo_ev": [0.22, 0.19],
  "fmax_ev_per_a": 3.3,
  "spin_multiplicity": 5,
  "total_charge": -2
}

=====

{
  "formula": "C12H10BrMnN2O4",
  "method": "ωB97M-V/def2-TZVPD",
  "elements": ["Mn", "Br", "C", "C", "C", "C", "C", "C", "N", "O", "O", "H", "H", "H", "H", "H", "C", "C", "C", "C", "C", "C", "N", "O", "O", "H", "H", "H", "H", "H"],
  "coordinates": [[13.95138, 7.89099, -33.63075], [14.09809, 5.99480, -32.06247], [16.94657, 3.21960, -32.34647], [17.48109, 2.42734, -33.35379], [18.63934, 1.69007, -33.14317], [19.27169, 1.75717, -31.90725], [18.71891, 2.53737, -30.90246], [17.58349, 3.29045, -31.12648], [20.40363, 0.92009, -31.58879], [20.84922, 0.21920, -32.47447], [20.87429, 0.96211, -30.47077], [16.05908, 3.81280, -32.53187], [16.90797, 2.42143, -34.27254], [19.02951, 1.13631, -33.98548], [19.07208, 2.50162, -29.88028], [17.15151, 3.81989, -30.28637], [13.18423, 2.58471, -33.75726], [11.79172, 2.69904, -33.69215], [11.01881, 1.55586, -33.69093], [11.61891, 0.30594, -33.72204], [12.98854, 0.19154, -33.90832], [13.77540, 1.34559, -33.89018], [10.80392, -0.89419, -33.64815], [9.83146, -0.84839, -32.93198], [11.15567, -1.85089, -34.29643], [13.81145, 3.46060, -33.64366], [11.26324, 3.63857, -33.60692], [9.93858, 1.56934, -33.77063], [13.40357, -0.79390, -34.06904], [14.83969, 1.17694, -33.97393]],
  "forces_ev_per_a": [[0.14, -1.67, 1.40], [-0.17, 1.75, -1.39], [0.21, 0.26, -0.16], [-0.43, 0.36, 0.33], [0.03, 0.21, -0.66], [-1.43, 0.59, 0.12], [0.02, -0.18, 0.67], [-0.21, -0.24, 0.26], [1.24, -0.61, -0.09], [-0.23, -0.02, -0.33], [-0.35, 0.27, 0.17], [-0.07, -0.16, 0.00], [0.48, -0.33, -0.28], [0.23, -0.28, 0.31], [0.50, -0.06, -0.23], [0.03, 0.17, -0.13], [-0.22, 0.36, 0.37], [0.16, -0.28, 0.06], [-0.55, -0.64, -0.18], [1.05, 0.91, -0.51], [-0.35, 0.00, 0.14], [-0.24, -1.04, -0.10], [-0.13, -0.09, -0.10], [-0.41, 0.10, 0.21], [0.22, -0.34, -0.18], [-0.04, 0.05, -0.22], [0.28, 0.19, -0.11], [0.00, 0.28, 0.45], [0.15, 0.04, 0.16], [0.09, 0.42, 0.02]],
  "energy_ha": -4598.240670,
  "homo_ev": [-12.21, -12.21],
  "fmax_ev_per_a": 2.2,
  "spin_multiplicity": 6,
  "total_charge": 1
}